[1]
C28H29BBrCa2ClF4N4O14PRbS | ωB97M-V with the def2-TZVPD basis set

Results
2S+1 = 1
Frontier orbital gap = 2.90 eV
Energy relative to the best compared isomer or geometry (same formula, charge and spin) = 0.0 kcal per mole
Total energy = -7933.82266 Ha
Lowest unoccupied orbital energy = -0.156 Ha
E_HOMO = -7.1 eV

XYZ file:
```
87
Properties=species:S:1:pos:R:3:mulliken_charge:R:1
C -0.743 -0.408 4.591 -0.49
C -0.251 -1.728 4.018 0.40
O -0.909 -2.721 4.150 -0.52
N 1.036 -1.806 3.354 0.15
C 2.046 -1.120 4.148 -1.28
C 1.033 -1.434 1.955 2.03
C 2.171 -1.660 1.164 0.36
C 2.204 -1.365 -0.208 -0.29
C 3.496 -1.653 -0.919 -1.36
C 4.280 -0.362 -1.085 0.29
C 4.834 0.052 0.282 0.15
C 4.623 1.524 0.541 -0.92
S 5.078 1.836 2.262 0.01
C 4.055 3.196 2.613 0.28
N 2.853 3.058 3.065 0.03
N 2.348 4.346 3.215 -0.64
C 3.290 5.132 2.848 0.06
O 4.394 4.488 2.458 -0.27
C 1.095 -0.834 -0.835 -0.53
C -0.077 -0.541 -0.039 0.61
C -0.052 -0.869 1.358 0.27
C -1.176 0.030 -0.635 1.46
O -2.138 0.687 0.076 -1.22
C -1.338 -0.041 -2.052 0.94
C -2.615 0.204 -2.573 -2.01
C -2.815 0.109 -3.957 -1.10
C -1.721 -0.247 -4.748 -0.34
C -0.450 -0.472 -4.245 0.57
P 0.938 -0.976 -5.399 0.18
N 0.155 -1.328 -6.881 -0.67
O 1.719 0.401 -5.751 -0.44
C -0.245 -0.357 -2.871 -0.42
C 1.089 -0.555 -2.276 0.79
O 2.087 -0.473 -2.974 -0.50
H 0.033 0.308 4.841 0.38
H -1.283 -0.642 5.503 0.43
H -1.477 0.019 3.918 -0.33
H 2.894 -1.812 4.216 -0.53
H 1.756 -0.993 5.185 0.60
H 2.410 -0.187 3.708 0.96
H 3.074 -2.107 1.564 -1.65
H 4.093 -2.345 -0.315 0.33
H 3.309 -2.103 -1.889 0.59
H 3.662 0.445 -1.462 0.68
H 5.109 -0.533 -1.753 -0.93
H 4.317 -0.511 1.067 -0.05
H 5.906 -0.130 0.250 0.49
H 3.554 1.721 0.430 0.52
H 5.115 2.154 -0.195 0.54
H 3.192 6.201 2.849 0.45
H -0.934 -0.695 1.969 -1.84
H -3.433 0.456 -1.918 0.52
H -3.764 0.281 -4.448 0.81
H -1.880 -0.345 -5.813 0.23
H -0.450 -2.132 -6.774 0.30
H -0.368 -0.562 -7.298 0.28
H 1.177 1.185 -5.618 0.35
Rb -4.138 2.450 -3.640 1.01
C 7.373 2.014 4.548 0.67
O 6.163 2.195 4.670 -0.66
O 8.359 2.649 4.864 -0.56
O 7.865 0.715 4.041 -0.34
Ca 4.170 -2.707 3.237 1.51
O -8.444 0.283 -3.596 -0.64
C -8.830 -0.086 -2.518 0.54
O -8.724 -1.362 -2.113 -0.36
C -9.363 -1.538 -0.826 -0.49
C -9.392 -0.150 -0.205 -0.28
C -9.520 0.740 -1.445 -0.35
H -10.362 -1.942 -0.996 0.25
H -8.791 -2.250 -0.239 0.33
H -10.188 -0.023 0.523 0.41
H -8.449 0.047 0.302 0.10
H -10.559 0.891 -1.741 0.26
H -9.026 1.701 -1.324 0.25
O 8.647 -0.076 -3.348 -0.67
Cl 7.288 -0.514 -3.513 1.75
O 6.385 0.596 -3.270 -0.68
O 6.994 -1.561 -2.538 -0.71
O 7.084 -1.026 -4.841 -0.67
Ca -2.904 0.579 1.899 1.58
B -7.126 -0.737 3.474 0.44
F -7.854 0.230 4.149 -0.37
F -6.958 -1.881 4.236 -0.36
F -7.715 -1.035 2.233 -0.33
F -5.812 -0.190 3.192 -0.36
Br 7.571 -0.429 2.662 0.02
```

---

[2]
C28H29BrN6O4RuS | ωB97M-V with the def2-TZVPD basis set

Results
2S+1 = 1
Frontier orbital gap = 4.90 eV
Energy relative to the best compared isomer or geometry (same formula, charge and spin) = 18.6 kcal per mole
Total charge = -2
Total energy = -4780.92162 Ha
Lowest unoccupied orbital energy = 0.161 Ha
E_HOMO = -0.5 eV

XYZ file:
```
70
Properties=species:S:1:pos:R:3:mulliken_charge:R:1
Ru -1.050 0.703 1.489 0.21
O 1.841 -2.578 -1.982 -0.84
C 1.306 -3.715 -1.735 0.38
C 1.980 -4.948 -1.970 -0.71
C 1.386 -6.173 -1.717 -0.30
C 0.088 -6.260 -1.222 -0.73
C -0.596 -5.067 -0.979 -0.19
C -0.027 -3.828 -1.205 -0.31
C -0.789 -2.561 -0.875 -0.23
O -0.543 -1.556 -1.805 -0.37
N -0.522 -2.148 0.550 -0.36
N 0.115 -0.891 0.781 1.57
C 1.458 -1.005 0.925 0.50
C 2.396 -0.147 1.302 -1.17
Br 0.007 0.934 3.877 -0.65
C 3.465 0.596 1.462 -1.62
C 4.173 1.254 0.346 0.90
C 3.817 1.010 -0.986 -0.27
C 4.500 1.620 -2.024 -0.62
C 5.554 2.494 -1.769 -0.45
C 5.917 2.743 -0.453 -0.48
C 5.235 2.126 0.588 -0.51
H 0.439 -1.639 -1.971 0.36
H 2.990 -4.891 -2.362 0.35
H 1.948 -7.083 -1.913 0.31
H -0.377 -7.220 -1.030 0.35
H -1.614 -5.100 -0.595 0.30
H -1.864 -2.786 -0.918 0.27
H 0.077 -2.879 0.926 0.38
H 1.874 -1.993 0.702 0.29
H 3.861 0.817 2.455 0.14
H 3.005 0.319 -1.189 0.58
H 4.207 1.406 -3.046 0.38
H 6.085 2.970 -2.585 0.35
H 6.735 3.421 -0.234 0.34
H 5.519 2.327 1.616 0.31
O -1.954 1.119 -0.406 -0.47
N -1.109 1.355 -1.413 0.50
C -1.505 0.963 -2.636 -0.33
C -0.765 1.241 -3.752 -0.81
C 0.442 1.929 -3.588 -0.16
C 0.841 2.304 -2.333 -1.22
C 0.066 2.012 -1.190 0.67
S 0.541 2.422 0.394 -0.42
H -2.424 0.401 -2.634 0.40
H -1.099 0.885 -4.715 0.41
H 1.073 2.140 -4.442 0.34
H 1.781 2.808 -2.163 0.55
N -4.043 5.185 0.606 -0.57
C -3.744 4.158 1.502 0.38
C -2.639 3.326 1.265 -0.14
N -2.341 2.343 2.093 0.51
C -3.080 2.225 3.213 -0.31
C -4.151 3.058 3.428 -0.55
N -4.514 4.018 2.565 -0.69
H -3.782 4.979 -0.346 0.26
H -5.004 5.484 0.686 0.27
H -2.002 3.443 0.400 0.09
H -2.768 1.459 3.909 0.42
H -4.760 2.947 4.318 0.36
C -1.415 -2.038 3.458 -0.64
O -2.551 -1.546 2.736 -0.37
C -2.432 -0.530 1.891 1.13
C -3.728 -0.473 1.115 -1.32
H -1.488 -3.125 3.418 0.27
H -1.471 -1.681 4.484 0.26
H -0.493 -1.697 3.004 0.06
H -4.510 -1.062 1.598 0.41
H -3.516 -0.880 0.123 0.10
H -4.053 0.555 0.961 0.13
```

---

[3]
C28H29Cl2F4N11ORb | ωB97M-V with the def2-TZVPD basis set

Results
2S+1 = 1
Frontier orbital gap = 5.07 eV
Total charge = -1
Total energy = -3105.81939 Ha
Lowest unoccupied orbital energy = 0.055 Ha
E_HOMO = -3.6 eV

XYZ file:
```
76
Properties=species:S:1:pos:R:3:mulliken_charge:R:1
Rb -0.220 1.150 0.144 0.74
Cl 1.579 1.909 -2.325 -0.06
C 0.262 2.795 -3.105 -0.39
Cl -1.324 2.110 -2.713 -0.10
H 0.393 2.721 -4.177 0.33
H 0.284 3.822 -2.759 0.31
C 1.978 -3.917 -1.597 -1.28
N 2.817 -3.273 -0.607 0.02
C 3.196 -4.183 0.469 -1.13
C 2.472 -1.954 -0.265 0.06
N 1.421 -1.336 -0.639 -0.04
N 3.476 -1.373 0.498 0.04
C 3.497 -0.129 1.140 -0.41
N 4.748 0.138 1.660 -0.67
N 2.478 0.632 1.183 0.16
H 2.458 -4.847 -1.903 0.32
H 1.864 -3.287 -2.477 0.38
H 0.978 -4.165 -1.219 0.47
H 3.922 -4.911 0.105 0.34
H 2.321 -4.730 0.845 0.31
H 3.632 -3.640 1.301 0.40
H 0.808 -1.986 -1.124 -0.05
H 4.386 -1.768 0.332 0.34
H 5.229 -0.652 2.068 0.35
H 4.784 0.896 2.331 0.43
H 2.722 1.458 1.726 0.24
N -2.954 -5.152 -3.072 -0.42
C -2.037 -4.193 -2.750 0.34
O -0.893 -4.234 -3.161 -0.60
C -2.516 -3.105 -1.846 0.55
C -3.573 -3.252 -0.955 -0.46
C -3.924 -2.183 -0.152 -0.70
C -3.204 -1.002 -0.267 -0.27
N -2.190 -0.848 -1.117 -0.20
C -1.855 -1.880 -1.880 -0.42
H -2.669 -5.831 -3.758 0.26
H -3.936 -4.973 -2.967 0.19
H -4.098 -4.196 -0.868 0.41
H -4.730 -2.257 0.565 0.45
H -3.430 -0.156 0.371 0.40
H -1.031 -1.737 -2.570 0.50
F 1.542 3.320 1.843 -0.52
C 1.449 2.970 3.150 0.34
C 2.573 2.416 3.724 0.54
F 3.660 2.303 2.920 -0.55
C 2.642 1.963 5.042 0.29
C 1.472 2.255 5.752 0.34
C 0.352 2.831 5.182 0.07
F -0.714 3.008 5.990 -0.46
C 0.246 3.161 3.828 0.84
C -0.991 3.567 3.165 0.41
C -1.049 3.724 1.775 0.13
N -1.118 3.748 0.614 -0.77
C -2.253 3.554 3.800 0.04
N -3.321 3.533 4.248 -0.81
F 1.378 1.910 7.049 -0.41
C 3.790 1.253 5.579 -0.29
C 4.008 1.053 6.960 0.05
N 4.229 0.855 8.079 -0.73
C 4.637 0.535 4.721 0.41
N 5.331 -0.057 4.001 -0.77
C -1.721 -2.151 3.658 -1.92
C -1.875 -0.572 3.841 1.82
C -1.164 -0.138 5.117 -1.49
C -3.357 -0.215 3.867 -1.41
C -1.223 -0.384 2.565 -0.78
H -2.286 -2.547 4.502 0.44
H -0.688 -2.485 3.741 0.46
H -2.171 -2.529 2.740 0.37
H -1.652 -0.571 5.995 0.44
H -1.224 0.945 5.216 0.11
H -0.113 -0.433 5.116 0.39
H -3.848 -0.647 4.744 0.40
H -3.854 -0.587 2.968 0.23
H -3.479 0.868 3.918 0.20
H -0.135 -0.465 2.770 0.43
```